Entry 1:
C47H49BrN3O6SSnTe as an isolated structure at a distorted geometry, computed with wB97M-V/def2-TZVPD.

Cartesian coordinates (Å):
Sn1 -1.157 -0.297 1.245
C1 4.096 -3.741 7.669
C2 3.208 -3.084 6.648
C3 3.078 -3.619 5.369
C4 2.275 -3.006 4.421
C5 1.595 -1.845 4.756
C6 1.681 -1.314 6.033
C7 2.488 -1.935 6.971
S1 0.595 -1.038 3.535
O1 0.812 0.385 3.612
O2 0.999 -1.633 2.253
N1 -0.928 -1.306 3.763
C8 -1.430 -2.556 3.463
C9 -1.287 -3.673 4.306
C10 -1.873 -4.866 3.947
C11 -2.593 -4.943 2.755
C12 -2.670 -3.809 1.975
N2 -2.105 -2.646 2.307
H1 4.896 -4.300 7.187
H2 3.516 -4.437 8.280
H3 4.536 -3.000 8.335
H4 3.621 -4.519 5.107
H5 2.172 -3.403 3.420
H6 1.121 -0.418 6.270
H7 2.572 -1.518 7.967
H8 -0.729 -3.560 5.224
H9 -1.772 -5.729 4.593
H10 -3.068 -5.864 2.449
H11 -3.200 -3.822 1.028
C13 0.695 6.569 0.507
O3 -0.636 6.476 0.030
C14 -1.168 5.244 -0.097
C15 -2.453 5.193 -0.677
C16 -3.033 3.981 -0.907
C17 -2.408 2.762 -0.556
C18 -2.928 1.506 -1.037
C19 -3.982 1.512 -2.122
O4 -2.537 0.399 -0.643
C20 -1.163 2.818 0.147
O5 -0.509 1.786 0.570
C21 -0.546 4.084 0.302
H12 0.946 7.626 0.488
H13 1.382 6.018 -0.141
H14 0.784 6.191 1.528
H15 -2.941 6.124 -0.934
H16 -4.020 3.952 -1.349
H17 -3.751 2.222 -2.914
H18 -4.948 1.778 -1.685
H19 -4.053 0.511 -2.541
H20 0.427 4.084 0.774
C22 -0.002 -3.302 -0.174
C23 0.708 -2.187 -0.920
O6 1.806 -2.358 -1.440
N3 -0.034 -1.042 -0.982
Te1 0.578 0.511 -2.040
C24 -0.491 0.222 -3.898
C25 -1.012 1.392 -4.472
C26 -0.684 2.796 -4.012
C27 -1.827 1.297 -5.598
C28 -2.141 0.079 -6.172
C29 -2.976 -0.021 -7.418
C30 -1.611 -1.067 -5.594
C31 -0.785 -1.024 -4.480
C32 -0.207 -2.313 -3.983
C33 2.671 0.230 -2.488
C34 3.479 0.173 -1.346
C35 2.921 0.233 0.047
C36 4.854 0.048 -1.512
C37 5.441 0.029 -2.766
C38 6.933 -0.073 -2.930
C39 4.619 0.157 -3.877
C40 3.238 0.263 -3.766
C41 2.435 0.431 -5.028
H21 0.418 -4.263 -0.458
H22 -1.069 -3.256 -0.389
H23 0.140 -3.144 0.895
H24 -0.079 2.819 -3.111
H25 -1.592 3.366 -3.813
H26 -0.138 3.322 -4.799
H27 -2.209 2.212 -6.039
H28 -3.488 0.915 -7.637
H29 -3.717 -0.815 -7.324
H30 -2.342 -0.270 -8.271
H31 -1.835 -2.031 -6.037
H32 -0.196 -3.060 -4.777
H33 -0.807 -2.705 -3.159
H34 0.808 -2.182 -3.618
H35 2.128 0.981 0.146
H36 3.701 0.482 0.765
H37 2.509 -0.732 0.339
H38 5.480 -0.030 -0.630
H39 7.418 -0.315 -1.986
H40 7.343 0.875 -3.286
H41 7.193 -0.839 -3.661
H42 5.063 0.181 -4.867
H43 3.095 0.653 -5.865
H44 1.718 1.245 -4.932
H45 1.880 -0.477 -5.269
Br1 -5.889 2.828 5.364
C42 -4.615 2.021 4.202
C43 -4.867 0.749 3.713
C44 -3.941 0.167 2.855
C45 -2.805 0.874 2.515
C46 -2.547 2.135 3.009
C47 -3.471 2.724 3.867
H46 -5.768 0.222 3.995
H47 -4.100 -0.833 2.471
H48 -1.636 2.657 2.743
H49 -3.303 3.714 4.267

The spin multiplicity is 2. The orbital gap (alpha / beta) comes out at 7.49 / 6.58 eV. Its LUMO energy (alpha / beta) is 0.34 / -1.28 eV. The calculation puts the total energy at -5890.54360 Ha. For the relative energy (zero: lowest compared OMol25 entry of this formula, charge and spin), the calculation gives 22.81 kcal/mol. The net charge is 0.

***

Entry 2:
A 2-piece molecular cluster, C4H10ClO2 overall at a distorted geometry, computed with wB97M-V/def2-TZVPD.

Cartesian coordinates (Å):
Cl1 2.684 2.402 2.906
C1 -0.456 -3.181 -0.291
O1 0.284 -1.884 -0.268
C2 -0.478 -0.689 -0.455
C3 0.338 0.381 -0.183
O2 -0.662 1.558 -0.073
C4 0.050 2.651 0.171
H1 -0.809 -3.137 -1.303
H2 -1.246 -2.955 0.328
H3 0.289 -3.825 -0.054
H4 -1.417 -0.924 0.302
H5 -1.112 -0.682 -1.177
H6 0.851 0.620 -1.090
H7 0.992 0.333 0.522
H8 0.879 2.831 -0.457
H9 0.511 2.833 1.115
H10 -0.691 3.675 0.004

The orbital gap comes out at 6.71 eV. Its LUMO energy is 3.04 eV. The calculation puts the total energy at -768.98139 Ha. For the relative energy (zero: lowest compared OMol25 entry of this formula, charge and spin), the calculation gives 117.69 kcal/mol. The net charge is -1.

***

Entry 3:
One molecule with the formula C6H5NO2S at a distorted geometry, computed with wB97M-V/def2-TZVPD.

Cartesian coordinates (Å):
C1 2.660 -2.250 1.539
C2 1.834 -0.567 0.007
C3 1.081 0.449 -0.600
C4 1.457 -1.626 0.944
C5 -0.279 0.872 -0.565
C6 -1.281 0.410 0.385
N1 3.480 -2.662 2.227
O1 0.339 -2.016 1.299
O2 -2.174 2.301 -1.484
S1 -0.865 1.898 -1.820
H1 2.803 -0.605 -0.355
H2 1.635 0.941 -1.328
H3 -1.945 1.234 0.465
H4 -0.651 0.199 1.399
H5 -1.736 -0.630 0.296

The orbital gap (alpha / beta) comes out at 6.99 / 7.06 eV. Its LUMO energy (alpha / beta) is -2.28 / -2.12 eV. The calculation puts the total energy at -834.93200 Ha. For the relative energy (zero: lowest compared OMol25 entry of this formula, charge and spin), the calculation gives 36.68 kcal/mol. The net charge is 0.

***

Entry 4:
One molecule with the formula C5H10N2S at a distorted geometry, computed with wB97M-V/def2-TZVPD.

Cartesian coordinates (Å):
C1 1.912 -0.096 0.900
C2 1.179 0.079 -0.414
C3 -1.350 2.389 -0.219
C4 -1.202 -0.522 -0.037
C5 -0.778 -1.962 -0.336
H1 1.536 -0.937 1.462
H2 3.003 -0.275 0.731
H3 1.786 0.792 1.521
H4 1.246 -0.777 -1.056
H5 1.587 0.927 -0.965
H6 -1.423 3.411 0.111
H7 -2.107 2.014 -0.892
H8 -1.622 -2.624 -0.108
H9 0.083 -2.243 0.208
H10 -0.514 -2.070 -1.387
N1 -0.243 0.407 -0.232
N2 -0.349 1.729 0.201
S1 -2.745 -0.239 0.510

The orbital gap comes out at 8.82 eV. Its LUMO energy is 0.75 eV. The calculation puts the total energy at -704.15621 Ha. For the relative energy (zero: lowest compared OMol25 entry of this formula, charge and spin), the calculation gives 42.42 kcal/mol. The net charge is 0. Its SMILES is C=NN(CC)C(C)=S.

***

Entry 5:
C7H14 as an isolated structure at a distorted geometry, computed with wB97M-V/def2-TZVPD.

Cartesian coordinates (Å):
C1 -0.790 1.249 1.058
C2 0.637 1.196 -0.231
C3 0.170 -0.124 -0.748
C4 -0.885 0.013 -1.841
C5 1.323 -0.871 -1.182
C6 -0.447 -0.622 0.548
C7 0.406 -1.204 1.652
H1 -0.346 2.226 1.332
H2 -1.726 1.473 0.545
H3 -1.029 0.852 2.060
H4 0.642 2.085 -0.873
H5 1.504 1.148 0.427
H6 -0.446 0.481 -2.729
H7 -1.740 0.617 -1.518
H8 -1.253 -0.979 -2.126
H9 1.402 -1.294 -2.179
H10 2.138 -1.065 -0.492
H11 -1.416 -1.137 0.474
H12 -0.123 -1.126 2.610
H13 1.369 -0.693 1.751
H14 0.605 -2.266 1.482

The orbital gap (alpha / beta) comes out at 8.25 / 7.07 eV. Its LUMO energy (alpha / beta) is 0.79 / 0.72 eV. The calculation puts the total energy at -274.88635 Ha. For the relative energy (zero: lowest compared OMol25 entry of this formula, charge and spin), the calculation gives 144.26 kcal/mol. The net charge is 0.

***

Entry 6:
One molecule with the formula C5H10N2, computed with wB97M-V/def2-TZVPD.

Cartesian coordinates (Å):
C1 -1.821 -0.583 -0.673
N1 -0.285 1.797 1.858
C2 -0.525 0.862 0.842
C3 -1.564 0.541 0.156
H1 -1.063 2.432 1.971
H2 0.579 2.313 1.745
H3 -2.524 -1.311 -0.261
H4 -0.707 -1.120 -0.732
H5 -2.114 -0.358 -1.703
N2 1.524 -0.542 -1.578
C4 1.019 -1.022 -0.381
C5 0.904 -0.142 0.740
H6 1.658 -1.165 -2.358
H7 1.242 0.398 -1.819
H8 1.119 -2.089 -0.228
H9 0.896 -0.656 1.697
H10 1.662 0.644 0.724

The orbital gap (alpha / beta) comes out at 7.75 / 7.09 eV. Its LUMO energy (alpha / beta) is 0.70 / 0.44 eV. The calculation puts the total energy at -305.86793 Ha. For the relative energy (zero: lowest compared OMol25 entry of this formula, charge and spin), the calculation gives 97.84 kcal/mol. The net charge is 0.

***

Entry 7:
A 3-piece molecular cluster, C4H10O overall, computed with wB97M-V/def2-TZVPD.

Cartesian coordinates (Å):
C1 1.965 -0.435 -0.771
C2 1.201 -1.441 -0.358
C3 -1.181 0.705 0.122
C4 -2.102 -0.351 -0.424
O1 -0.878 0.803 1.288
H1 1.559 2.653 0.963
H2 2.383 -0.407 -1.774
H3 2.209 0.398 -0.115
H4 0.958 -2.280 -1.006
H5 0.788 -1.461 0.649
H6 -0.780 1.422 -0.625
H7 -1.625 -0.854 -1.274
H8 -2.346 -1.075 0.356
H9 -3.022 0.117 -0.794
H10 0.977 2.240 1.183

The orbital gap comes out at 11.08 eV. Its LUMO energy is 1.13 eV. The calculation puts the total energy at -233.55910 Ha. For the relative energy (zero: lowest compared OMol25 entry of this formula, charge and spin), the calculation gives 53.87 kcal/mol. The net charge is 0. Its SMILES is [H][H].CC=O.C=C.

***

Entry 8:
C13H10ClNO6Pt as an isolated structure, computed with wB97M-V/def2-TZVPD.

Cartesian coordinates (Å):
Pt1 -0.228 -0.149 0.006
O1 -1.679 -4.116 2.006
C1 -1.666 -3.158 1.362
O2 -1.663 -2.198 0.707
C2 0.961 -1.872 3.203
O3 0.666 -2.271 4.247
O4 1.266 -1.468 2.157
Cl1 4.920 0.078 3.270
C3 3.679 0.567 2.162
C4 2.658 1.393 2.609
C5 1.656 1.760 1.729
C6 1.666 1.324 0.396
C7 0.551 1.615 -0.514
C8 2.715 0.487 -0.023
C9 3.717 0.110 0.853
H1 2.653 1.738 3.633
H2 0.855 2.407 2.065
H3 0.788 1.622 -1.575
H4 -0.110 2.422 -0.210
H5 2.733 0.140 -1.049
H6 4.522 -0.536 0.531
O5 -0.412 -0.901 -3.050
C10 -1.460 -0.455 -2.637
C11 -2.726 -0.278 -3.462
C12 -3.735 0.324 -2.489
C13 -2.980 0.437 -1.172
O6 -3.436 0.863 -0.135
N1 -1.693 -0.023 -1.349
H7 -3.019 -1.250 -3.857
H8 -2.501 0.363 -4.313
H9 -4.619 -0.292 -2.329
H10 -4.079 1.318 -2.772

The orbital gap comes out at 8.27 eV. Its LUMO energy is -0.38 eV. The calculation puts the total energy at -1587.15783 Ha. For the relative energy (zero: lowest compared OMol25 entry of this formula, charge and spin), the calculation gives 13.91 kcal/mol. The net charge is 0.

***

Entry 9:
C16H17BF4NO11P2RhTe as an isolated structure at a distorted geometry, computed with wB97M-V/def2-TZVPD.

Cartesian coordinates (Å):
Rh1 -0.841 0.297 1.306
O1 -0.137 -3.591 1.520
P1 0.272 -2.434 2.546
O2 1.343 -2.865 3.450
O3 0.487 -1.133 1.770
O4 -1.126 -2.205 3.375
P2 -2.568 -2.066 2.670
O5 -3.505 -2.009 3.979
O6 -2.829 -3.279 1.846
O7 -2.668 -0.723 1.987
H1 -1.117 -3.650 1.425
H2 -3.080 -2.487 4.699
O8 -2.216 1.764 0.844
C1 -3.264 1.433 0.294
C2 -3.465 0.314 -0.587
C3 -4.709 0.214 -1.203
C4 -4.978 -0.817 -2.072
C5 -4.007 -1.807 -2.322
C6 -2.787 -1.731 -1.725
C7 -2.442 -0.656 -0.850
O9 -1.251 -0.603 -0.402
N1 -6.253 -0.876 -2.739
O10 -7.066 0.016 -2.535
O11 -6.472 -1.816 -3.492
H3 -4.135 2.084 0.454
H4 -5.473 0.954 -1.002
H5 -4.255 -2.625 -2.982
H6 -2.031 -2.488 -1.885
C8 6.561 0.226 -2.112
C9 5.164 0.581 -1.672
C10 4.104 -0.286 -1.884
C11 2.804 0.038 -1.500
C12 1.693 -0.943 -1.741
C13 2.559 1.280 -0.891
Te1 0.589 1.870 -0.411
C14 3.629 2.157 -0.635
C15 3.436 3.482 0.051
C16 4.910 1.790 -1.041
H7 6.602 -0.791 -2.505
H8 7.268 0.297 -1.283
H9 6.911 0.902 -2.897
H10 4.288 -1.248 -2.353
H11 2.084 -1.887 -2.129
H12 0.971 -0.539 -2.454
H13 1.137 -1.150 -0.825
H14 2.742 3.402 0.887
H15 3.015 4.222 -0.634
H16 4.392 3.863 0.418
H17 5.735 2.469 -0.842
F1 -1.064 3.286 4.231
B1 0.018 2.651 3.625
F2 -0.493 1.352 3.114
F3 0.502 3.397 2.567
F4 1.015 2.364 4.544

The orbital gap comes out at 6.02 eV. Its LUMO energy is 3.78 eV. The calculation puts the total energy at -2988.48228 Ha. For the relative energy (zero: lowest compared OMol25 entry of this formula, charge and spin), the calculation gives 0.00 kcal/mol. The net charge is -2.

***

Entry 10:
One molecule with the formula C4H5N3O2 at a distorted geometry, computed with wB97M-V/def2-TZVPD.

Cartesian coordinates (Å):
C1 -2.427 -0.196 -0.102
C2 -0.348 -1.150 0.638
C3 1.520 -0.922 -0.606
C4 1.885 1.130 0.187
H1 -3.047 -1.011 0.314
H2 -0.562 0.336 -0.652
H3 -0.818 -1.346 1.657
H4 1.513 -1.541 -1.622
H5 2.843 1.741 0.600
N1 -1.081 -0.410 -0.317
N2 0.851 -1.427 0.649
N3 2.140 0.176 -0.824
O1 -2.843 0.980 -0.363
O2 0.709 1.556 0.669

The orbital gap comes out at 10.04 eV. Its LUMO energy is -0.38 eV. The calculation puts the total energy at -470.07301 Ha. For the relative energy (zero: lowest compared OMol25 entry of this formula, charge and spin), the calculation gives 104.61 kcal/mol. The net charge is 0. Its SMILES is O=C/N=C\N=C/NC=O.

***

Entry 11:
An isolated ion of composition C4H9N10 and charge +1 at a distorted geometry, computed with wB97M-V/def2-TZVPD.

Cartesian coordinates (Å):
C1 1.024 -1.701 1.242
C2 -0.451 -2.219 -0.495
C3 2.201 0.766 -0.364
C4 -2.276 0.310 0.308
N1 1.687 -1.956 2.126
N2 -1.092 -2.934 -1.175
N3 1.177 0.883 0.412
N4 3.413 1.052 0.129
N5 2.122 0.174 -1.664
N6 -3.202 0.555 1.172
N7 -2.486 0.006 -0.914
N8 0.259 -1.361 0.194
N9 0.053 0.161 -0.038
N10 -0.979 0.562 0.716
H1 3.266 1.183 1.094
H2 4.083 1.691 -0.319
H3 1.298 0.554 -2.211
H4 2.887 0.447 -2.362
H5 -4.206 0.631 0.968
H6 -2.984 0.987 2.011
H7 -3.435 -0.183 -1.259
H8 -1.521 -0.232 -1.313
H9 -0.837 0.623 1.745

The orbital gap comes out at 9.82 eV. Its LUMO energy is -3.44 eV. The calculation puts the total energy at -705.02308 Ha. The net charge is +1. Its SMILES is N#CN(C#N)N(N=C(N)N)[NH+]=C(N)N.

***

Entry 12:
One molecule with the formula C4H10N2O at a distorted geometry, computed with wB97M-V/def2-TZVPD.

Cartesian coordinates (Å):
C1 1.299 0.632 1.489
C2 0.696 -0.695 1.060
N1 0.609 -0.943 -0.309
C3 0.124 0.072 -1.244
C4 -1.402 0.328 -1.240
N2 -1.757 1.748 -1.239
O1 0.696 -1.655 1.810
H1 2.220 0.378 2.027
H2 1.810 1.084 0.628
H3 0.653 1.346 1.998
H4 0.412 -1.890 -0.566
H5 0.622 1.037 -1.084
H6 0.522 -0.265 -2.211
H7 -1.767 -0.081 -2.197
H8 -1.766 -0.172 -0.339
H9 -2.127 2.031 -0.358
H10 -2.215 2.046 -2.076

The orbital gap comes out at 9.99 eV. Its LUMO energy is 0.89 eV. The calculation puts the total energy at -343.14583 Ha. For the relative energy (zero: lowest compared OMol25 entry of this formula, charge and spin), the calculation gives 34.91 kcal/mol. The net charge is 0. Its SMILES is CC(=O)NCCN.